1.
A molecular structure, B2CoF12N2O8S4 in a non-equilibrium geometry. Source: the Open Molecules 2025 dataset; level of theory: ωB97M-V/def2-TZVPD.

Values from the calculation:
spin multiplicity: 4
highest occupied orbital energy (spin up / spin down): -5.3 / -5.3 eV
frontier orbital gap (spin up / spin down): 10.3 / 10.2 eV
⟨S²⟩: 3.75
net charge: -2

Last column: Löwdin charge in e.
Cartesian coordinates (Å):
Co  -0.50284  0.18937  -0.36998  0.8433
N  -0.52753  -0.66976  1.47717  -0.3240
S  -1.24137  -0.47228  2.89575  0.4883
O  -0.42302  -0.06001  3.98026  -0.2533
O  -2.29724  -1.40918  3.10235  -0.2659
F  -2.07291  0.83231  2.53058  -0.1653
S  0.67849  -1.76044  1.87072  0.5182
O  0.26701  -2.91610  2.58283  -0.2436
O  1.90069  -1.12534  2.18333  -0.2419
F  0.88021  -2.23485  0.38182  -0.1696
N  1.47997  0.47668  -0.65068  -0.3187
S  2.45947  1.55414  0.17902  0.5230
O  2.60255  2.78068  -0.52763  -0.2577
O  3.53819  1.09452  0.97340  -0.2387
F  1.33238  1.89555  1.25252  -0.1794
S  2.64942  -0.26890  -1.48389  0.4730
O  3.41220  -1.21200  -0.74623  -0.2554
O  3.31742  0.55119  -2.43699  -0.2580
F  1.71475  -1.15566  -2.39545  -0.1539
B  -2.35429  2.11434  -0.49008  -1.1805
F  -2.80785  2.96603  0.51265  0.1310
F  -2.50441  0.72245  -0.10794  0.0615
F  -3.04837  2.34732  -1.65650  0.1588
F  -0.92315  2.24211  -0.56873  0.0817
B  -1.51888  -1.32704  -2.51852  -1.2074
F  -2.84249  -1.44272  -2.91994  0.1361
F  -1.28964  -1.92348  -1.25723  0.1059
F  -0.68809  -1.86249  -3.49228  0.1291
F  -1.19066  0.07355  -2.30031  0.0635

---

2.
B2H4O4 in the gas phase in a non-equilibrium geometry. Source: the Open Molecules 2025 dataset; level of theory: ωB97M-V/def2-TZVPD.

Values from the calculation:
SMILES: OB(O)B(O)O
highest occupied orbital energy: -10.2 eV
ΔE to the lowest compared entry with this formula, charge and spin: 0.000 eV
frontier orbital gap: 10.7 eV

Last column: Löwdin charge in e.
Cartesian coordinates (Å):
O  -1.18168  0.44083  -1.56973  0.1424
O  -0.00968  1.80703  -0.00213  0.1506
O  1.60395  -0.38903  0.82510  0.0912
O  -0.38989  -1.88396  0.83799  0.1510
B  -0.43322  0.56951  -0.39276  -0.4979
B  0.23099  -0.69703  0.50224  -0.4251
H  -1.47484  -0.42039  -1.82219  0.0776
H  -0.33836  2.67497  -0.28388  0.1213
H  1.97254  0.45814  0.52588  0.0869
H  0.02018  -2.56007  1.37949  0.1019

---

3.
A molecular structure, B2H68NiO30 in a non-equilibrium geometry. Source: the Open Molecules 2025 dataset; level of theory: ωB97M-V/def2-TZVPD.

Values from the calculation:
spin multiplicity: 3
highest occupied orbital energy (spin up / spin down): -10.1 / -10.1 eV
frontier orbital gap (spin up / spin down): 9.2 / 9.2 eV
⟨S²⟩: 2.00

Last column: Löwdin charge in e.
Cartesian coordinates (Å):
Ni  8.76399  16.83024  -21.31328  0.6207
B  10.09019  15.05175  -21.45217  -0.4021
H  10.54441  16.02146  -21.31953  0.0202
H  9.45809  15.10635  -22.32493  -0.0105
H  10.78760  14.23573  -21.56157  0.0006
H  9.48795  14.81274  -20.58937  -0.0012
B  8.93089  17.05749  -19.11479  -0.3894
H  9.83223  16.48729  -19.27814  -0.0183
H  8.04500  16.44427  -19.17317  0.0014
H  8.93424  17.35224  -18.07684  0.0225
H  8.92459  17.88344  -19.80907  0.0117
O  8.45014  16.83120  -23.44075  -0.0195
H  8.44716  16.14713  -24.11029  0.0932
H  8.17637  17.62238  -23.90478  0.0806
O  11.17805  14.27289  -24.19076  -0.0564
H  10.89173  14.44197  -23.29317  -0.0481
H  12.05824  13.90853  -24.09729  0.0352
O  13.40976  16.23364  -14.78463  -0.0462
H  12.81664  16.39381  -15.51865  0.0107
H  14.27795  16.44694  -15.12666  0.0327
O  9.79932  11.76139  -19.18665  -0.0172
H  9.74978  11.91271  -18.24279  0.0348
H  10.73683  11.70807  -19.37228  0.0564
O  7.21920  15.44439  -21.28550  -0.0257
H  6.26702  15.53190  -21.24154  0.0475
H  7.36448  14.54037  -21.56457  0.0581
O  14.98512  16.06604  -20.12833  -0.0628
H  15.61718  15.54461  -20.62314  0.0279
H  14.22926  15.48863  -20.02113  -0.0215
O  7.32027  20.21477  -18.49514  -0.0359
H  8.11962  20.03142  -18.00153  0.0251
H  6.80038  19.41500  -18.41569  0.0217
O  4.00086  15.15282  -21.47669  -0.0149
H  3.57401  15.91394  -21.87007  0.0590
H  3.61434  14.40164  -21.92675  0.0714
O  5.18480  21.91278  -17.79590  -0.0640
H  5.07342  21.39873  -16.99616  0.0086
H  5.88290  21.46496  -18.27376  -0.0239
O  7.01476  18.17077  -21.46063  -0.0293
H  6.08909  18.03550  -21.25801  0.0232
H  7.14956  19.11198  -21.35018  0.0146
O  9.66902  19.38367  -17.39817  -0.0674
H  9.62271  18.56339  -17.88931  -0.0243
H  10.51994  19.75509  -17.63101  0.0195
O  7.63072  20.83880  -21.02056  -0.0657
H  7.59545  20.55202  -20.10801  -0.0134
H  8.54876  21.06828  -21.16469  -0.0153
O  4.50996  19.11414  -16.16732  -0.0531
H  5.33436  18.79757  -16.53663  -0.0118
H  3.85241  18.49323  -16.48091  -0.0036
O  6.17195  12.94930  -15.80625  -0.0593
H  5.42738  13.24759  -16.32862  0.0090
H  6.89170  13.52558  -16.06333  -0.0155
O  4.42233  18.55466  -20.64149  -0.0160
H  4.28753  19.24006  -19.98706  0.0742
H  3.90837  18.83979  -21.39700  0.0809
O  2.96454  17.98426  -18.27915  -0.0389
H  2.96211  17.11027  -17.88880  0.0391
H  3.27329  17.84629  -19.17462  -0.0094
O  12.03696  18.69599  -20.08558  -0.0246
H  12.87735  18.61009  -20.53569  0.0843
H  12.07815  18.05490  -19.37598  0.0061
O  6.30736  17.75393  -17.82903  -0.0464
H  7.16324  17.43234  -18.11237  -0.0172
H  5.68399  17.11719  -18.17861  0.0148
O  8.05667  14.06252  -17.50263  -0.0179
H  8.06691  14.96006  -17.83512  0.0222
H  8.54286  13.55912  -18.15565  0.0220
O  10.06247  21.83733  -21.37752  -0.0150
H  10.18997  22.77690  -21.24645  0.0727
H  10.92357  21.51274  -21.64092  0.0578
O  12.25247  13.96885  -17.35574  -0.0159
H  11.58163  13.30137  -17.21196  0.0488
H  12.94568  13.75048  -16.73283  0.0686
O  10.07206  18.41808  -21.82786  -0.0254
H  10.59994  18.72555  -21.09095  0.0144
H  10.45527  18.84691  -22.59303  0.0920
O  9.91843  18.37304  -14.85721  -0.0455
H  9.07808  18.05063  -14.53147  0.0375
H  9.84012  18.32693  -15.81008  -0.0147
O  9.40273  21.61355  -15.24166  -0.0502
H  9.62461  20.96776  -14.57086  0.0199
H  9.44581  21.12823  -16.06558  -0.0119
O  11.92014  16.69373  -18.40323  -0.0396
H  12.00808  15.84333  -17.97274  0.0157
H  11.03222  16.69105  -18.76075  -0.0275
O  7.35530  21.49923  -23.77854  -0.0553
H  7.41941  20.87553  -23.05527  -0.0163
H  7.87495  22.25102  -23.49392  0.0243
O  4.87200  15.44344  -18.79072  -0.0240
H  4.48914  15.35300  -19.66334  -0.0062
H  4.60452  14.64945  -18.32783  0.0567
O  12.04505  20.67624  -18.03583  -0.0266
H  11.97991  20.46706  -18.96762  0.0078
H  11.72984  21.57762  -17.96962  0.0589
O  12.71941  14.12422  -20.39504  -0.0566
H  12.44056  14.18842  -19.48161  -0.0067
H  11.93230  14.32595  -20.90099  -0.0473
O  8.34578  12.53043  -21.48656  -0.0464
H  8.31447  11.95401  -20.72302  0.0178
H  9.11606  13.07974  -21.34114  -0.0255

---

4.
2 unconnected molecules or ions with the total composition B2H7O4 in a non-equilibrium geometry. Source: the Open Molecules 2025 dataset; level of theory: ωB97M-V/def2-TZVPD.

Values from the calculation:
highest occupied orbital energy: -3.8 eV
frontier orbital gap: 6.8 eV
net charge: -1

Last column: Löwdin charge in e.
Cartesian coordinates (Å):
B  1.80665  -1.07524  0.51555  -0.4912
O  0.54048  -1.52588  1.19773  0.0088
B  -0.57724  -0.85157  0.76190  -0.7996
O  -1.73229  -1.65447  0.41332  0.0730
O  -0.71113  0.56561  0.67482  0.0803
H  2.55229  -0.59974  1.35566  -0.0065
H  1.63408  -0.28666  -0.38587  -0.0012
H  2.40870  -2.03893  0.06746  -0.0126
H  -1.43511  -2.21984  -0.30017  0.0677
H  -0.49740  0.81575  -0.22849  0.0429
O  -1.20717  2.58372  -1.36382  -0.0398
H  -2.00000  2.93671  -0.95045  0.0422
H  -0.78189  3.35055  -1.75763  0.0359

---

5.
A molecular structure, B3H12Sn in a non-equilibrium geometry. Source: the Open Molecules 2025 dataset; level of theory: ωB97M-V/def2-TZVPD.

Values from the calculation:
highest occupied orbital energy: -6.4 eV
ΔE to the lowest compared entry with this formula, charge and spin: 3.611 eV
frontier orbital gap: 6.7 eV
net charge: -1

Last column: Löwdin charge in e.
Cartesian coordinates (Å):
Sn  -0.43822  0.65507  0.91196  1.5627
B  1.68486  -0.70552  2.86581  -0.5175
H  2.43838  -1.09968  3.52995  -0.0694
H  0.75860  -1.25332  2.94453  -0.0966
H  1.58442  0.34209  3.10386  -0.1161
H  1.94986  -0.76476  1.82154  -0.1074
B  0.75728  -1.11111  -1.56920  -0.4360
H  -0.31428  -1.13766  -1.44548  -0.0948
H  1.17467  -0.90848  -0.59505  -0.1303
H  1.15510  -2.01553  -2.00279  -0.0619
H  1.02630  -0.28660  -2.21111  -0.0700
B  -2.34492  1.65643  -1.46879  -0.4757
H  -2.38751  0.74751  -0.88887  -0.1380
H  -2.04784  1.38479  -2.46989  -0.0585
H  -3.31327  2.12881  -1.52696  -0.0753
H  -1.68336  2.36797  -0.99944  -0.1153

---

6.
A molecular structure, B4F16Hg in a non-equilibrium geometry. Source: the Open Molecules 2025 dataset; level of theory: ωB97M-V/def2-TZVPD.

Values from the calculation:
highest occupied orbital energy: -6.2 eV
ΔE to the lowest compared entry with this formula, charge and spin: 1.097 eV
frontier orbital gap: 11.7 eV
net charge: -2

Last column: Löwdin charge in e.
Cartesian coordinates (Å):
Hg  24.08027  14.65540  18.64027  1.4944
B  23.04347  14.67491  16.12929  -1.4998
F  22.59678  13.59103  16.81626  0.1544
F  22.24609  15.77389  16.52214  0.0921
F  24.34359  14.98512  16.43188  0.1277
F  22.92328  14.52139  14.84343  0.2287
B  25.94331  12.51880  19.11406  -1.4219
F  25.03753  12.74992  18.08699  0.0928
F  27.15383  12.33912  18.54495  0.1763
F  25.79255  13.62517  19.91312  0.1176
F  25.60839  11.40448  19.81070  0.1639
B  22.02277  14.86328  20.47810  -1.3835
F  22.90095  13.79469  20.52829  0.1203
F  22.02892  15.42301  19.21360  0.1187
F  20.74042  14.44729  20.67983  0.1491
F  22.38541  15.74789  21.47986  0.1328
B  25.64358  17.01292  18.57443  -1.3305
F  24.28696  16.96186  18.32163  0.1148
F  26.12688  17.80860  17.53589  0.1143
F  25.91249  17.55499  19.79667  0.1564
F  26.16307  15.69681  18.54904  0.0813

---

7.
A molecular structure, B4F16Li in a non-equilibrium geometry. Source: the Open Molecules 2025 dataset; level of theory: ωB97M-V/def2-TZVPD.

Values from the calculation:
highest occupied orbital energy: -3.8 eV
ΔE to the lowest compared entry with this formula, charge and spin: 1.882 eV
frontier orbital gap: 9.2 eV
net charge: -3

Last column: Löwdin charge in e.
Cartesian coordinates (Å):
Li  0.18922  -1.17068  -0.08304  0.9425
B  -0.35487  -4.42336  2.15297  -1.4281
F  -0.93009  -3.16161  2.46404  0.0549
F  -0.04510  -4.42469  0.87803  0.1841
F  0.76874  -4.70493  2.87943  0.1232
F  -1.27676  -5.39738  2.50780  0.0927
B  4.38575  -0.46663  0.18471  -1.4449
F  5.34698  0.29900  -0.21911  0.2164
F  3.54714  0.16948  1.01303  0.1562
F  3.62874  -0.93984  -0.90508  0.0607
F  4.94549  -1.58436  0.89398  0.0335
B  -4.92836  0.27999  -1.82613  -1.4367
F  -5.43674  0.87272  -0.73856  0.1405
F  -4.59801  1.32520  -2.70548  0.0757
F  -3.80329  -0.41278  -1.50707  0.1240
F  -5.91083  -0.59640  -2.22359  0.1022
B  0.86989  4.82826  -0.58035  -1.4690
F  1.44871  4.77689  0.61510  0.1506
F  0.48964  3.57343  -0.89217  0.1529
F  -0.14575  5.81775  -0.49579  0.0475
F  1.80950  5.33996  -1.41274  0.1211

---

8.
A molecular structure, B4H2O7 in a non-equilibrium geometry. Source: the Open Molecules 2025 dataset; level of theory: ωB97M-V/def2-TZVPD.

Values from the calculation:
highest occupied orbital energy: -11.3 eV
ΔE to the lowest compared entry with this formula, charge and spin: 0.000 eV
frontier orbital gap: 10.7 eV

Last column: Löwdin charge in e.
Cartesian coordinates (Å):
O  0.13188  -2.23357  -2.47232  0.2254
O  0.06804  1.21229  3.20105  0.2216
O  -1.08723  -0.58368  -1.25094  0.2816
O  1.28376  -0.63589  -1.06779  0.3050
O  -0.99433  0.60806  1.12048  0.2479
O  1.39965  0.64540  1.14052  0.2535
O  0.16290  1.44679  -0.81143  0.2379
B  0.12421  -1.17561  -1.61281  -0.6980
B  0.17186  0.88952  1.87596  -0.6076
B  -0.92493  0.56542  -0.36317  -0.3220
B  1.22366  0.59862  -0.31585  -0.3946
H  -0.68929  -2.54032  -2.88555  0.1258
H  -0.87017  1.20295  3.44185  0.1235